[1]
Below is the molecule C3H4S2 in a non-equilibrium geometry, with properties calculated with ωB97M-V/def2-TZVPD.

The gap between HOMO and LUMO comes out at 7.6 eV. As for the net charge: 0. For the HOMO energy, the calculation gives -0.2851 Ha. As for the molar mass: 104.199 g/mol.

Last column: natural (NBO) charge in e.
CARTESIAN COORDINATES (ANGSTROEM)
C1 -0.321 0.867 -0.363  -0.68
S1 -0.652 1.264 1.450  0.18
C2 0.099 -0.508 2.319  -0.17
C3 0.383 -1.742 1.970  -0.32
S2 0.607 -1.302 3.807  0.09
H1 -0.434 -0.105 -0.738  0.23
H2 0.725 1.286 -0.536  0.22
H3 -1.040 1.544 -0.606  0.21
H4 0.746 -2.474 1.347  0.24

=====

[2]
Below is a cluster of 2 separate species, C3H4S2 in total in a non-equilibrium geometry, with properties calculated with ωB97M-V/def2-TZVPD.

The gap between HOMO and LUMO comes out at 6.3 eV. As for the net charge: 0. For the HOMO energy, the calculation gives -0.3034 Ha. As for the molar mass: 104.199 g/mol.

Last column: natural (NBO) charge in e.
CARTESIAN COORDINATES (ANGSTROEM)
C1 1.628 0.254 -0.102  -0.44
C2 0.662 -0.735 0.226  -0.35
C3 -1.916 0.153 -0.245  -0.39
S1 1.259 0.081 1.694  0.11
S2 2.039 -1.542 -0.510  0.17
H1 1.898 1.247 -0.540  0.28
H2 -1.886 0.992 -0.927  0.20
H3 -1.592 0.481 0.749  0.20
H4 -2.091 -0.932 -0.344  0.23

=====

Energy relative to the best compared isomer or geometry (same formula, charge and spin) across the listed records, respectively: 370.2; 634.6 kJ/mol.